{
  "formula": "C30H63N8O8",
  "method": "ωB97M-V/def2-TZVPD",
  "spin_multiplicity": 2,
  "mol_weight_da": 663.88,
  "e_lumo_ev": [0.53, 0.53],
  "e_above_lowest_kj_mol": 0.0,
  "e_tot_ha": -2220.79067,
  "gap_ev": [8.10, 9.10],
  "s_squared": 0.75,
  "symbols": ["C", "C", "O", "N", "C", "C", "C", "C", "C", "N", "O", "C", "C", "C", "C", "N", "O", "C", "C", "C", "C", "H", "H", "H", "H", "H", "H", "H", "H", "H", "H", "H", "H", "H", "H", "H", "H", "H", "H", "H", "H", "H", "H", "H", "H", "H", "H", "H", "H", "C", "O", "N", "C", "C", "H", "H", "H", "H", "H", "H", "H", "C", "O", "N", "C", "C", "H", "H", "H", "H", "H", "H", "H", "C", "O", "N", "C", "C", "H", "H", "H", "H", "H", "H", "H", "C", "O", "N", "C", "C", "H", "H", "H", "H", "H", "H", "H", "C", "O", "N", "C", "C", "H", "H", "H", "H", "H", "H", "H"],
  "xyz": [[-2.0923, -4.6854, -2.3475], [-0.6515, -4.5482, -1.9230], [0.0797, -5.5161, -1.8184], [-0.1346, -3.2069, -1.7542], [1.1719, -3.0413, -2.4129], [-0.0714, -2.7430, -0.3107], [0.7303, -3.7874, 0.5230], [1.2343, -3.3511, 1.9024], [1.8929, -4.4843, 2.6574], [1.9926, -4.3227, 4.0802], [2.3077, -5.4874, 2.1286], [-1.4634, -2.6316, 0.3184], [-2.3744, -1.4374, -0.0703], [-3.0971, -1.6458, -1.4012], [-3.4301, -1.2723, 1.0495], [-1.5483, -0.1652, -0.1670], [-1.6087, 0.4323, -1.2789], [-0.1702, -0.1836, 0.4200], [-0.2462, -0.2442, 1.9614], [0.5405, 1.1374, 0.0804], [0.5843, -1.3317, -0.2842], [-2.3879, -3.8738, -3.0252], [-2.2039, -5.6583, -2.8505], [-2.7681, -4.6627, -1.4761], [2.0000, -2.9214, -1.6928], [1.1326, -2.1310, -3.0223], [1.3945, -3.8935, -3.0710], [0.0561, -4.6471, 0.6860], [1.5732, -4.1842, -0.0599], [2.0028, -2.5528, 1.8395], [0.4261, -2.9822, 2.5563], [2.0246, -3.3236, 4.2975], [1.1334, -4.6503, 4.5271], [-2.0516, -3.5550, 0.1772], [-1.2767, -2.5690, 1.4014], [-3.7762, -2.5096, -1.2851], [-3.7071, -0.7650, -1.6443], [-2.4016, -1.8528, -2.2258], [-3.1258, -0.5067, 1.7793], [-3.5620, -2.2127, 1.6107], [-4.4013, -0.9579, 0.6354], [-1.0842, -0.8385, 2.3422], [-0.3842, 0.7710, 2.3627], [0.6965, -0.6473, 2.3640], [1.3755, 1.2911, 0.7857], [0.9559, 1.1445, -0.9372], [-0.1534, 1.9847, 0.1960], [0.7472, -0.9942, -1.3179], [1.5848, -1.3957, 0.1838], [2.0461, 3.3597, -2.7268], [2.2204, 2.1536, -2.7613], [0.8365, 3.9458, -2.8411], [0.6811, 5.3823, -2.7878], [-0.3362, 3.0989, -3.0302], [2.8708, 4.0808, -2.6115], [0.0269, 5.6700, -1.9615], [0.2456, 5.7617, -3.7149], [1.6398, 5.8499, -2.6476], [-0.4713, 2.4041, -2.2024], [-0.2513, 2.5074, -3.9425], [-1.2084, 3.7469, -3.0984], [-1.6648, -5.2155, 3.4791], [-1.7683, -4.0909, 3.9456], [-2.3915, -6.2801, 3.8636], [-2.2073, -7.5863, 3.2669], [-3.3852, -6.0963, 4.9079], [-0.9426, -5.4528, 2.6779], [-3.1237, -7.9352, 2.7874], [-1.9072, -8.3236, 4.0134], [-1.4244, -7.5229, 2.5123], [-4.1317, -5.3591, 4.6117], [-2.9228, -5.7456, 5.8306], [-3.8728, -7.0519, 5.0890], [-0.6217, 3.4058, 4.4062], [-0.6803, 2.7946, 3.3559], [-1.0260, 2.8952, 5.5903], [-0.9470, 3.6422, 6.8237], [-1.5564, 1.5429, 5.5997], [-0.2313, 4.4338, 4.4810], [-0.3063, 3.1430, 7.5537], [-1.9331, 3.7789, 7.2725], [-0.5264, 4.6249, 6.6136], [-0.8167, 0.8285, 5.2369], [-2.4330, 1.4614, 4.9565], [-1.8327, 1.2882, 6.6211], [2.9149, -0.7463, -6.7529], [2.0414, 0.0938, -6.8548], [3.5281, -1.0810, -5.5974], [4.5555, -2.0937, -5.5441], [3.1374, -0.3997, -4.3724], [3.2888, -1.3225, -7.6178], [4.2716, -2.9201, -4.8876], [5.5021, -1.6857, -5.1820], [4.7149, -2.4921, -6.5457], [2.0808, -0.5482, -4.1623], [3.2970, 0.6741, -4.4384], [3.7297, -0.7998, -3.5509], [1.5853, 8.9833, -2.8795], [2.3894, 8.0630, -2.6117], [1.1639, 9.8971, -1.9382], [0.2378, 10.9481, -2.2612], [1.6757, 9.7864, -0.5880], [1.1507, 9.1374, -3.8766], [0.6797, 11.9319, -2.0887], [-0.6727, 10.8707, -1.6630], [-0.0306, 10.8683, -3.3132], [2.7627, 9.8741, -0.5762], [1.4184, 8.8199, -0.1526], [1.2403, 10.5825, 0.0128]],
  "forces_ev_per_a": [[-0.29, -0.24, -0.10], [0.95, -0.27, 0.19], [-0.72, 0.53, -0.30], [-0.07, -0.04, 0.55], [0.23, 0.04, -0.29], [-0.15, 0.13, -0.04], [-0.08, -0.21, 0.04], [0.05, 0.33, 0.00], [0.16, -0.68, 0.02], [-0.10, 0.59, 0.02], [-0.41, 0.34, 0.21], [-0.19, 0.00, 0.24], [0.01, 0.13, 0.31], [-0.16, -0.23, -0.07], [-0.13, 0.18, 0.27], [0.47, -0.85, -0.06], [-0.29, 0.65, -0.57], [-0.13, 0.19, 0.43], [-0.10, 0.00, 0.12], [0.16, 0.10, -0.14], [0.59, -0.03, -0.03], [0.14, -0.26, 0.27], [0.01, 0.35, 0.26], [0.26, 0.00, -0.33], [-0.23, -0.23, -0.33], [0.10, -0.24, 0.07], [-0.08, 0.28, 0.30], [0.30, 0.17, -0.12], [-0.25, 0.15, 0.18], [-0.40, -0.22, 0.01], [0.23, 0.01, -0.33], [-0.12, -0.25, -0.05], [0.30, -0.21, -0.10], [0.24, 0.27, 0.02], [-0.23, -0.13, -0.32], [0.24, 0.30, -0.02], [0.26, -0.29, 0.05], [-0.20, 0.20, 0.31], [-0.05, -0.25, -0.27], [-0.06, 0.26, -0.28], [0.33, -0.12, 0.14], [0.34, -0.04, -0.06], [0.06, -0.32, -0.19], [-0.33, 0.16, -0.09], [-0.30, -0.13, -0.22], [-0.23, 0.05, 0.32], [0.23, -0.32, 0.02], [-0.16, -0.04, 0.42], [-0.33, 0.09, -0.31], [-0.39, 0.06, -0.12], [0.16, -0.05, 0.04], [0.15, -0.20, 0.04], [-0.32, -0.25, -0.04], [0.01, 0.08, 0.03], [0.01, 0.00, 0.03], [0.00, 0.01, 0.04], [0.01, 0.01, -0.04], [0.32, 0.20, 0.04], [0.00, 0.04, 0.00], [0.05, 0.05, -0.04], [-0.02, -0.05, -0.02], [0.07, 0.11, -0.08], [0.04, -0.17, -0.03], [-0.01, 0.17, 0.05], [0.05, 0.00, -0.05], [-0.03, -0.08, 0.00], [-0.01, -0.03, 0.01], [-0.02, 0.03, -0.01], [0.02, 0.02, 0.03], [-0.01, -0.04, 0.00], [0.01, 0.00, -0.04], [0.03, -0.01, -0.01], [-0.02, 0.03, 0.03], [-0.09, -0.20, 0.07], [0.04, 0.18, 0.05], [0.03, -0.01, -0.15], [0.03, 0.08, 0.00], [-0.02, -0.02, 0.08], [0.00, 0.00, 0.00], [0.02, -0.02, -0.03], [-0.02, 0.00, -0.03], [-0.01, 0.00, 0.04], [0.03, 0.02, 0.01], [-0.01, 0.04, 0.00], [-0.01, -0.03, -0.03], [-0.05, 0.05, 0.08], [0.10, -0.10, 0.00], [-0.05, 0.01, -0.01], [0.02, -0.04, -0.07], [0.09, 0.04, -0.02], [0.00, 0.01, -0.01], [-0.05, 0.01, 0.00], [-0.01, 0.04, -0.01], [0.03, -0.02, 0.02], [-0.07, 0.01, -0.02], [0.03, 0.00, -0.02], [-0.04, 0.03, 0.01], [1.29, -0.92, 1.80], [-1.67, 1.94, -0.67], [0.51, -1.08, -1.06], [-0.13, 0.12, -0.10], [0.06, -0.06, 0.05], [0.03, -0.02, 0.02], [0.01, 0.01, -0.02], [-0.02, -0.01, -0.02], [-0.05, 0.06, -0.01], [-0.01, 0.01, 0.00], [-0.01, 0.01, 0.00], [0.02, -0.02, 0.02]]
}